Computed, not measured: C6H10IN2 as an isolated structure in a non-equilibrium geometry, with ωB97M-V/def2-TZVPD.

Each line ends with the Mulliken charge.
Geometry (Å):
C -0.262628 2.301139 -0.346057  -0.23
C 0.816731 1.879801 0.380766  -0.29
C -1.313617 1.374399 -0.812120  -0.32
C 1.066345 0.496811 0.773451  -0.41
C -0.293226 -0.676278 0.014372  0.82
C -0.778609 -1.556071 1.106074  -1.83
N -1.378629 0.101534 -0.581600  -0.67
N 0.310664 -1.430660 -1.074986  -0.28
I 2.952087 -0.192977 -0.019128  0.13
H -0.337059 3.445454 -0.529818  0.30
H 1.645753 2.573065 0.336110  0.37
H -2.032035 1.780012 -1.368830  0.53
H 1.134972 0.238725 1.872883  0.44
H -1.400873 -2.321492 0.751842  0.46
H -1.384825 -1.036005 1.840716  0.40
H -0.017310 -2.093864 1.667756  0.43
H 0.975162 -2.230408 -0.736945  0.35
H 0.788248 -0.814973 -1.818110  0.37
H -0.491143 -1.838221 -1.456371  0.42

Atomic forces in eV per Å
C 0.80 0.93 1.00
C -1.03 0.82 -2.14
C 3.42 -2.15 3.27
C -1.63 -3.25 -0.41
C 1.61 4.98 2.69
C 0.43 -0.05 1.13
N 0.82 -0.06 -1.00
N 2.88 -0.57 -0.21
I 0.16 0.27 0.22
H 0.02 -2.36 -0.12
H 0.16 0.17 1.00
H -3.22 1.42 -2.12
H -0.35 0.54 -1.32
H -1.18 -1.11 -0.91
H 0.08 0.45 -0.11
H 0.54 0.28 -0.11
H -1.19 1.99 -0.74
H -0.63 -1.11 1.44
H -1.68 -1.23 -1.57

## Properties
HOMO energy   -13.089 eV
Gap between HOMO and LUMO   8.71 eV
Total charge   +1
ΔE to the lowest compared entry with this formula, charge and spin   1.981 eV
2S+1   1
M   237.06 g mol⁻¹

Computed, not measured: a 11-piece molecular cluster, C33H52O33 overall in a non-equilibrium geometry, with ωB97M-V/def2-TZVPD.

Each line ends with the Mulliken charge.
Geometry (Å):
C 5.629802 8.637042 -13.660364  -0.72
O 4.779659 8.857877 -14.774666  -0.30
C 3.527024 8.436058 -14.665672  0.92
O 3.007316 7.977537 -13.680469  -0.60
O 2.989470 8.445886 -15.871271  -0.34
C 1.698595 7.821857 -16.020694  -0.70
H 5.712698 7.558652 -13.521307  0.32
H 5.319755 9.068696 -12.708403  0.30
H 6.608147 9.048561 -13.890973  0.25
H 1.848730 6.769128 -15.770862  0.43
H 1.264602 7.943511 -17.003835  0.23
H 1.048108 8.147435 -15.207984  0.20
C -5.292622 9.307173 -15.952073  0.08
O -6.601274 9.237953 -16.516205  -0.27
C -7.175079 8.040444 -16.512960  0.72
O -6.733636 7.040845 -16.041402  -0.58
O -8.370656 8.022098 -17.112272  -0.40
C -8.822431 9.160910 -17.838315  -0.63
H -4.823006 8.369152 -16.256132  0.47
H -5.292497 9.443904 -14.874868  0.04
H -4.749022 10.130920 -16.409331  -0.20
H -8.039159 9.600765 -18.449340  0.24
H -9.315283 9.887110 -17.188622  0.34
H -9.638387 8.812216 -18.471700  0.23
C -3.499403 10.122950 -19.714415  -1.19
O -2.534232 10.821810 -18.957466  -0.13
C -2.211375 10.298738 -17.793499  0.10
O -2.377903 9.165866 -17.426691  -0.65
O -1.670078 11.259112 -17.032427  0.87
C -1.385123 10.955717 -15.678929  -0.64
H -3.487828 9.033667 -19.774104  0.50
H -3.424084 10.538837 -20.716581  0.21
H -4.495432 10.345643 -19.325934  0.51
H -1.396824 11.865967 -15.091907  -0.19
H -0.495924 10.334328 -15.569341  -0.03
H -2.170798 10.292664 -15.301074  0.18
C 3.285513 10.934160 -21.399219  -0.83
O 2.780424 11.167778 -20.097168  -0.13
C 3.580848 11.679820 -19.193686  0.59
O 4.707224 12.061604 -19.319126  -0.62
O 2.966573 11.788658 -17.997782  -0.40
C 1.930315 10.899538 -17.629945  -0.21
H 3.212459 11.841075 -22.005143  0.22
H 2.631567 10.208756 -21.876644  0.26
H 4.324462 10.613119 -21.420635  0.39
H 2.349486 9.911466 -17.448549  0.71
H 1.118307 10.848296 -18.358113  0.28
H 1.478479 11.183107 -16.681198  -0.38
O -4.147360 5.231398 -22.556804  -0.59
C -3.954363 6.407364 -22.665538  0.68
O -2.738786 6.953178 -22.585362  -0.37
C -2.815291 8.373353 -22.743887  0.35
C -4.302040 8.596514 -22.934109  -0.15
O -4.931338 7.310214 -22.905752  -0.36
H -2.437707 8.878620 -21.857547  -0.26
H -2.215110 8.531595 -23.643231  0.27
H -4.499231 9.026159 -23.924917  0.28
H -4.753295 9.362330 -22.304567  0.22
O -5.917633 8.542152 -12.266982  -0.51
C -4.819116 8.962370 -12.142129  0.51
O -4.102949 9.592353 -13.084712  -0.23
C -2.778313 9.839154 -12.662648  0.29
C -2.718401 9.222373 -11.274539  -0.17
O -4.033844 8.722323 -11.054291  -0.40
H -2.058520 9.395840 -13.348704  0.00
H -2.630193 10.921714 -12.713098  -0.01
H -2.429739 9.922904 -10.494296  0.27
H -1.999033 8.404889 -11.331258  0.27
O 0.169618 10.677154 -12.767932  -0.55
C 1.148438 11.282494 -13.070418  0.24
O 1.511665 12.409041 -12.446987  -0.38
C 2.787254 12.833374 -12.917198  -0.49
C 3.050352 11.936690 -14.124186  0.08
O 1.937068 11.046960 -14.149132  0.40
H 2.742739 13.913386 -13.063283  0.31
H 3.488778 12.732189 -12.082609  0.23
H 4.004387 11.417725 -14.040528  0.25
H 3.117193 12.545030 -15.025861  0.09
O -6.302298 9.237302 -20.518705  -0.66
C -6.682660 8.126058 -20.310569  0.96
O -5.855875 7.168044 -19.842322  -0.24
C -6.481054 5.880992 -20.037893  -0.32
C -7.927973 6.237651 -20.263265  -0.39
O -7.909831 7.641933 -20.564591  -0.43
H -5.973565 5.378253 -20.859092  0.16
H -6.328605 5.333850 -19.108846  0.31
H -8.584534 6.040782 -19.418696  0.29
H -8.289528 5.691995 -21.134677  0.34
O -4.375487 13.789311 -17.484665  -0.55
C -4.134068 13.594212 -16.336943  0.66
O -3.334738 14.386490 -15.593475  -0.37
C -3.341825 13.981567 -14.230798  -0.18
C -4.496138 12.975825 -14.241091  -0.17
O -4.563946 12.563926 -15.580582  -0.13
H -2.377933 13.576219 -13.926272  0.11
H -3.670971 14.795769 -13.587388  0.38
H -5.389898 13.502845 -13.889292  0.35
H -4.392166 12.182782 -13.501594  0.00
O 0.754874 14.128436 -15.517044  -0.55
C 0.286874 14.289700 -16.608305  0.25
O -0.151269 15.478908 -17.083056  -0.42
C -0.795714 15.228038 -18.341435  -0.47
C -0.158157 13.916030 -18.790859  0.67
O 0.168742 13.348697 -17.537634  0.38
H -1.862950 15.061417 -18.179945  0.17
H -0.696151 16.063312 -19.030892  0.38
H 0.666271 13.937010 -19.502956  0.07
H -0.981713 13.324690 -19.201600  -0.34
O -0.701040 10.733362 -21.034566  -0.53
C -0.578486 11.777915 -21.601834  0.68
O -1.627319 12.535126 -21.937546  -0.31
C -1.201163 13.763084 -22.534342  -0.32
C 0.302693 13.534080 -22.754985  -0.50
O 0.577511 12.315276 -22.024670  -0.22
H -1.676050 14.014045 -23.477829  0.36
H -1.360655 14.521146 -21.770583  0.18
H 0.847310 14.299501 -22.207259  0.28
H 0.585400 13.430134 -23.796604  0.39

Atomic forces in eV per Å
C 0.39 -0.64 0.48
O 0.27 0.98 -0.06
C -0.34 -1.39 0.20
O 0.14 0.34 0.23
O -0.39 0.55 -1.24
C 0.27 -0.84 1.91
H 0.13 0.02 0.15
H -0.53 0.15 -0.24
H -0.09 0.01 -0.34
H -0.10 -0.14 -0.48
H 0.39 0.36 -0.12
H -0.20 0.45 -0.32
C 0.65 -0.73 -0.47
O -0.63 0.77 -0.15
C -0.24 0.14 0.01
O 0.51 -0.64 0.35
O -0.12 0.13 -0.30
C -0.86 0.18 -0.15
H 0.43 0.21 0.49
H -0.36 -0.23 -0.17
H -0.37 0.08 -0.13
H -0.02 0.12 0.13
H 0.54 0.14 0.22
H 0.27 -0.24 -0.18
C -1.42 0.12 -0.73
O 0.34 0.02 0.26
C 0.13 -0.18 0.91
O -0.09 -0.21 -0.13
O 0.09 0.80 -0.48
C -0.78 -1.53 0.23
H 0.87 0.02 0.40
H -0.02 0.00 0.04
H 0.11 0.19 0.00
H 0.44 0.17 -0.21
H 0.39 0.54 -0.05
H -0.15 0.25 -0.03
C 0.10 0.34 -0.96
O -0.56 -0.59 -0.48
C 0.12 0.34 1.53
O 0.21 0.06 -0.66
O 0.25 0.50 0.14
C -0.78 -0.97 0.03
H 0.07 0.08 0.22
H 0.04 -0.16 0.26
H -0.04 -0.12 0.35
H 0.07 0.02 -0.35
H 0.18 0.05 -0.12
H 0.34 0.58 -0.05
O -0.20 0.28 0.00
C -0.20 -1.23 0.09
O -0.10 -0.04 0.49
C 0.12 -0.65 -0.18
C -0.69 1.63 -1.82
O 0.82 0.47 0.65
H 0.32 -0.10 -0.18
H -0.11 0.72 0.25
H 0.13 -0.33 -0.11
H -0.08 -0.76 0.79
O -0.45 0.48 -0.04
C 0.84 -1.25 0.45
O -0.54 0.22 -0.51
C 0.36 0.84 -0.21
C 0.56 -0.14 -0.23
O -0.16 0.31 0.01
H -0.20 -0.14 0.03
H 0.17 -0.10 0.31
H -0.12 -0.05 0.04
H -0.18 -0.13 0.49
O -0.16 -0.66 -0.19
C -0.34 0.93 -0.56
O 0.16 -0.27 0.24
C 0.18 0.61 1.02
C 0.70 1.05 -0.17
O 0.05 -0.32 0.52
H -0.18 -0.17 -0.68
H 0.10 -0.47 -0.22
H -0.24 -0.42 0.10
H -0.46 -0.29 -0.22
O -0.54 0.47 0.10
C 0.76 -0.58 -0.28
O -0.36 0.01 -0.22
C 0.78 0.14 1.07
C -0.43 -0.45 -0.68
O 0.18 0.04 0.10
H -0.18 0.04 -0.12
H -0.03 -0.15 -0.11
H 0.11 0.20 0.13
H -0.27 0.22 0.01
O 0.07 -0.29 0.12
C 0.44 0.10 -0.16
O 0.36 0.72 -0.12
C -0.84 -0.39 0.28
C 0.24 0.45 1.71
O -0.74 -0.40 -0.31
H 0.06 0.10 -0.15
H 0.60 0.28 -0.12
H -0.29 -0.06 -0.70
H 0.28 -0.51 -0.64
O -0.32 -0.11 -0.23
C 0.47 0.74 0.39
O -0.12 0.05 -0.12
C -0.05 0.01 -0.23
C -1.80 -0.02 -0.20
O 0.72 -0.76 -0.08
H 0.03 0.06 0.22
H 0.37 0.11 0.21
H 0.35 0.17 0.39
H 0.34 -0.32 -0.17
O 0.52 0.36 -0.28
C -0.19 -1.16 0.13
O -0.71 0.46 -0.67
C 0.84 -0.13 0.47
C -0.07 -0.01 1.22
O -0.15 0.27 -0.38
H -0.54 -0.29 0.20
H -0.18 0.31 -0.29
H 0.36 0.20 -0.61
H 0.18 -0.04 0.02

## Properties
HOMO energy   -10.258 eV
Gap between HOMO and LUMO   10.30 eV
SMILES   COC(=O)OC.COC(=O)OC.COC(=O)OC.COC(=O)OC.O=C1OCCO1.O=C1OCCO1.O=C1OCCO1.O=C1OCCO1.O=C1OCCO1.O=C1OCCO1.O=C1OCCO1
ΔE to the lowest compared entry with this formula, charge and spin   0.752 eV
2S+1   1
M   976.75 g mol⁻¹